# 1
Here is a molecular structure, C29H22F9N4PPdS from OMol25. Energies are from ωB97M-V with the def2-TZVPD basis set.

DFT total energy = -3103.5878 Ha
Net charge = 0
HOMO energy = -6.59 eV
Largest force on an atom = 0.75 eV/Å
LUMO energy = -0.3 eV

```
67
Properties=species:S:1:pos:R:3:mulliken_charge:R:1
Pd 0.1796 -0.1959 0.6748 -0.676
C -1.7936 4.1180 -0.2091 -1.391
C -1.4146 2.6908 0.0843 0.304
N -0.2378 2.2564 0.3082 -0.045
N 0.8366 3.0528 0.2635 -0.056
C 2.0967 2.5339 0.3500 0.444
N 3.0756 3.4601 0.2467 -0.388
S 2.4548 0.9299 0.5452 -0.381
C -2.4862 1.6694 0.0960 0.787
C -3.8325 2.0178 0.1935 -0.594
C -4.7942 1.0246 0.1295 -0.539
C -4.3902 -0.2902 -0.0337 -0.752
C -3.0299 -0.5490 -0.1073 0.255
N -2.1024 0.3944 -0.0465 0.024
H -0.9338 4.7755 -0.3152 0.330
H -2.4079 4.5119 0.6022 0.309
H -2.3735 4.1743 -1.1305 0.350
H 0.7471 4.0344 0.0426 0.235
H 2.8871 4.4483 0.2196 0.165
H 4.0249 3.1514 0.3468 0.218
H -4.1282 3.0490 0.3299 0.274
H -5.8443 1.2762 0.2000 0.418
H -5.1095 -1.0949 -0.0999 0.416
H -2.6554 -1.5606 -0.2328 0.007
F -2.8893 -8.5405 -0.8002 -0.287
C -1.6060 -8.4123 -0.4146 0.844
F -1.4926 -9.0143 0.7889 -0.258
F -0.8551 -9.1326 -1.2752 -0.262
C -1.1637 -6.9805 -0.3632 0.299
C 0.1787 -6.7013 -0.1356 -1.216
C 0.6079 -5.3874 -0.0836 0.172
C -0.2948 -4.3377 -0.2522 0.534
C -1.6318 -4.6382 -0.4879 -0.474
C -2.0746 -5.9524 -0.5416 -0.959
P 0.1734 -2.5407 -0.1324 1.097
C 1.8369 -2.6680 -0.8930 0.079
C 3.0205 -2.2339 -0.3023 -0.367
C 4.2007 -2.2115 -1.0257 -1.409
C 4.2113 -2.6242 -2.3504 0.310
C 3.0476 -3.0843 -2.9495 -0.941
C 1.8736 -3.1082 -2.2176 -0.508
C 5.4912 -2.5331 -3.1220 0.814
F 5.9375 -1.2570 -3.1867 -0.260
F 6.4829 -3.2511 -2.5515 -0.262
F 5.3649 -2.9724 -4.3881 -0.291
C 0.4766 -2.4758 1.6885 1.109
C 1.5602 -3.0601 2.3530 -0.608
C 1.7008 -2.9316 3.7210 -1.192
C 0.7626 -2.2069 4.4513 0.067
C -0.3237 -1.6271 3.8198 -1.252
C -0.4781 -1.7696 2.4446 0.491
C 0.9457 -2.0648 5.9302 0.888
F 1.9146 -1.1717 6.2365 -0.262
F 1.3089 -3.2328 6.5033 -0.272
F -0.1769 -1.6491 6.5488 -0.281
H 0.8819 -7.5138 -0.0004 0.404
H 1.6580 -5.1786 0.0794 0.318
H -2.3396 -3.8312 -0.6372 0.132
H -3.1162 -6.1752 -0.7272 0.472
H 3.0293 -1.9052 0.7262 0.827
H 5.1159 -1.8630 -0.5636 0.391
H 3.0609 -3.4143 -3.9789 0.475
H 0.9612 -3.4667 -2.6816 0.401
H 2.3011 -3.6226 1.8003 0.398
H 2.5356 -3.3972 4.2294 0.417
H -1.0570 -1.0795 4.3960 0.477
H -1.3946 -1.4284 1.9759 0.229
```


# 2
Here is a molecular structure, C29H22I2IrN3O4SSe from OMol25. Energies are from ωB97M-V with the def2-TZVPD basis set.

DFT total energy = -5083.0165 Ha
Spin multiplicity = 2
Net charge = -1
<S²> = 0.7542
HOMO energy (spin up / spin down) = -4.16 / -3.87 eV
Largest force on an atom = 0.59 eV/Å
LUMO energy (spin up / spin down) = 2.3 / 2.3 eV
Relative energy (zero: lowest compared OMol25 entry of this formula, charge and spin) = 114.0 kJ/mol

```
63
Properties=species:S:1:pos:R:3:mulliken_charge:R:1
Ir 0.5036 -0.4460 0.2079 2.146
I -4.4628 1.1758 5.3422 -0.007
C -2.9899 0.2145 4.2105 -0.481
C -1.7717 -0.1024 4.7934 -0.311
C -0.7951 -0.7092 4.0263 -0.154
I 1.0559 -1.1695 4.8547 0.002
C -0.9858 -1.0013 2.6630 -0.245
O -0.0563 -1.5496 1.9362 -0.751
C -2.2529 -0.6955 2.1138 0.877
C -2.5562 -1.1534 0.7161 -1.317
N -1.7108 -0.5963 -0.3706 -0.133
C -2.2844 -1.0494 -1.6536 -1.080
C -1.4262 -0.8027 -2.8655 0.199
C -1.7522 0.1912 -3.7804 -0.663
C -0.9394 0.3762 -4.8846 -0.469
C 0.1681 -0.4411 -5.0399 -0.512
C 0.3897 -1.4300 -4.0935 -0.222
N -0.3940 -1.6265 -3.0408 0.010
C -3.2339 -0.0889 2.8804 -0.486
H -1.5762 0.1321 5.8305 0.363
H -3.6128 -0.9440 0.5010 0.461
H -2.4192 -2.2394 0.6658 0.389
H -1.7867 0.4212 -0.3497 0.110
H -3.2560 -0.5628 -1.8042 0.479
H -2.4806 -2.1229 -1.5820 0.504
H -2.6033 0.8347 -3.6013 0.379
H -1.1554 1.1586 -5.6011 0.391
H 0.8475 -0.3196 -5.8723 0.378
H 1.2402 -2.0980 -4.1833 0.375
H -4.1932 0.1475 2.4345 0.377
S 4.7864 -1.2031 1.1678 -0.358
C 4.4920 0.4629 1.4856 -0.425
C 3.2086 0.8338 1.2410 -0.726
C 2.3910 -0.2456 0.7816 -0.050
C 3.1389 -1.3944 0.6807 -0.192
C 2.4997 -2.5599 0.1592 1.653
C 3.0366 -3.8493 0.0969 -1.028
C 2.2647 -4.8813 -0.3837 -0.341
C 0.9582 -4.6246 -0.7906 -1.067
C 0.4887 -3.3302 -0.7146 0.188
N 1.2370 -2.3161 -0.2785 0.140
H 5.2973 1.0814 1.8508 0.448
H 2.8406 1.8338 1.4045 0.327
H 4.0443 -4.0154 0.4532 0.395
H 2.6655 -5.8866 -0.4268 0.397
H 0.3132 -5.4087 -1.1603 0.435
H -0.5061 -3.0709 -1.0321 0.214
O 0.0903 3.8986 4.0830 -0.457
C -0.9789 3.9843 3.2488 1.136
C -1.9271 4.9888 3.4461 -0.863
C -3.0162 5.1159 2.6051 -0.486
C -3.1691 4.2402 1.5411 -1.053
C -2.2258 3.2447 1.3510 -0.008
C -1.1257 3.0803 2.1891 -0.086
C -0.1791 1.9127 1.9688 0.390
O 0.6882 1.6432 2.7769 -0.636
O -0.3825 1.3226 0.8315 -0.796
H 0.0042 4.5900 4.7476 0.276
H -1.8002 5.6724 4.2802 0.250
H -3.7453 5.8960 2.7867 0.379
H -4.0171 4.3256 0.8739 0.387
H -2.3245 2.5507 0.5290 0.347
Se 0.9774 0.8948 -1.7550 -0.401
```


# 3
Here is a molecular structure, C29H23AlN5O4PS3Se2 from OMol25. Energies are from ωB97M-V with the def2-TZVPD basis set.

DFT total energy = -8275.0240 Ha
Net charge = 0
HOMO energy = -8.34 eV
Largest force on an atom = 0.66 eV/Å
LUMO energy = -0.4 eV
Relative energy (zero: lowest compared OMol25 entry of this formula, charge and spin) = 175.2 kJ/mol

```
68
Properties=species:S:1:pos:R:3:mulliken_charge:R:1
Al -1.0599 0.6823 -1.2577 0.296
Se -1.1483 -0.3669 0.8695 0.113
P -1.9178 -1.9444 -1.6780 -0.290
Se -2.3058 -0.1532 -3.0233 -0.286
C -3.2387 -3.1288 -2.1096 0.671
C -4.1472 -2.9568 -3.1448 -0.196
C -5.1022 -3.9335 -3.4014 -0.691
C -5.1577 -5.0778 -2.6213 -0.449
C -4.2548 -5.2516 -1.5788 -0.634
C -3.3011 -4.2802 -1.3218 -0.474
C -0.4501 -2.7792 -2.3698 0.718
C 0.7244 -2.7283 -1.6230 -0.273
C 1.8780 -3.3503 -2.0829 -0.457
C 1.8581 -4.0285 -3.2909 -0.538
C 0.6845 -4.0945 -4.0349 -0.663
C -0.4661 -3.4786 -3.5750 -0.509
H -4.1129 -2.0633 -3.7549 0.237
H -5.8053 -3.7964 -4.2134 0.396
H -5.9098 -5.8315 -2.8174 0.368
H -4.2996 -6.1396 -0.9611 0.381
H -2.5950 -4.4135 -0.5089 0.378
H 0.7258 -2.2076 -0.6715 0.335
H 2.7885 -3.3073 -1.4983 0.406
H 2.7568 -4.5101 -3.6557 0.384
H 0.6709 -4.6301 -4.9758 0.381
H -1.3797 -3.5322 -4.1558 0.383
N 6.8276 0.8043 0.0441 -0.536
C 5.6230 0.9312 -0.6224 1.081
C 5.5165 1.7574 -1.7441 -0.713
C 4.3243 1.8520 -2.4373 -0.501
C 3.2295 1.1119 -2.0199 -0.144
C 3.3179 0.2817 -0.9062 -0.287
C 4.5039 0.1967 -0.2079 -0.972
S 1.7390 1.1684 -2.9340 1.261
O 1.4323 -0.1385 -3.4288 -0.552
O 1.7908 2.2918 -3.8210 -0.758
N 0.5924 1.4417 -1.7843 0.137
C 0.4418 2.5872 -1.0662 0.454
N 1.3907 3.4739 -0.7899 -0.443
C 1.0226 4.4662 0.0133 -0.268
C -0.2494 4.5867 0.5633 -0.511
C -1.1629 3.6111 0.2338 -0.203
N -0.8358 2.6266 -0.5989 -0.117
H 7.5156 1.5218 -0.1006 0.211
H 6.8056 0.4227 0.9731 0.218
H 6.3796 2.3266 -2.0696 0.291
H 4.2308 2.4998 -3.2990 0.509
H 2.4527 -0.2924 -0.5913 0.451
H 4.5769 -0.4421 0.6649 0.323
H 1.7927 5.1946 0.2438 0.451
H -0.5109 5.4050 1.2162 0.446
H -2.1780 3.6135 0.6100 0.458
O -4.5924 1.1367 4.8304 -0.633
S -3.3081 0.5659 5.0938 1.158
O -3.2039 -0.6273 5.8742 -0.634
N -2.4920 0.3520 3.6534 -0.501
C -1.4730 1.1263 3.5957 0.969
S -0.3453 1.1951 2.2774 -0.189
C -1.2375 2.0229 4.7672 0.358
C -0.2409 2.9602 4.9775 -0.610
C -0.2507 3.6685 6.1732 -0.686
C -1.2339 3.4403 7.1311 -0.479
C -2.2358 2.5000 6.9154 -0.581
C -2.2104 1.8104 5.7228 -0.083
H 0.5253 3.1326 4.2315 0.418
H 0.5189 4.4059 6.3625 0.395
H -1.2196 4.0004 8.0568 0.390
H -3.0054 2.3122 7.6525 0.431
```